Molecular formula: C4H6OS
Method: DFT, ωB97M-V with the def2-TZVPD basis set

Each line ends with the Löwdin charge.
Cartesian coordinates (Å):
1 H -0.925 -0.841 -0.846  0.1229
2 H -0.862 -1.832 0.808  0.0695
3 C 0.314 1.263 0.546  -0.3084
4 H -0.663 1.635 0.252  0.0891
5 S 2.286 -0.016 0.471  0.8601
6 H 0.616 -2.004 -0.114  0.1116
7 H 0.444 1.906 1.354  0.0504
8 C 0.427 -0.253 0.891  -0.2879
9 O 2.651 -1.038 -0.468  -0.5454
10 C -0.310 -1.248 0.061  -0.1328
11 H 1.220 1.047 -1.568  0.0901
12 C 1.601 1.385 -0.518  -0.1193

The calculation puts the frontier orbital gap (spin up / spin down) at 8.11 / 7.83 eV. The total energy is -629.19646 Eh. The calculation puts the molecular weight at 102.158 g mol⁻¹. As for the total charge: 0.


Molecular formula: C4H6OS
Method: DFT, ωB97M-V with the def2-TZVPD basis set

Each line ends with the Löwdin charge.
Cartesian coordinates (Å):
1 C 0.135 0.086 -0.347  -0.6608
2 H 0.516 -2.034 0.166  0.1004
3 C -1.787 1.838 0.135  0.0918
4 C -0.246 -1.287 0.400  -0.3353
5 H 2.124 0.728 1.287  -0.0787
6 H -1.706 -1.293 -1.157  0.2348
7 H -0.187 -1.146 1.378  0.0680
8 S 1.927 0.260 -0.059  0.7186
9 O -1.506 -1.580 -0.053  -0.1227
10 C -0.902 1.074 -0.103  -0.1801
11 H -2.850 2.237 0.508  0.1036
12 H 0.117 -0.272 -1.326  0.0603

The calculation puts the frontier orbital gap at 9.83 eV. The total energy is -629.28233 Eh. As for the SMILES: C#C[C@@H](S)CO. The calculation puts the molecular weight at 102.158 g mol⁻¹. As for the total charge: 0.


Molecular formula: C4H6OS
Method: DFT, ωB97M-V with the def2-TZVPD basis set

Each line ends with the Löwdin charge.
Cartesian coordinates (Å):
1 S -2.176 0.383 1.103  0.8226
2 H -2.525 -0.112 -0.030  -0.2367
3 C 1.688 0.479 0.263  -0.0688
4 H -1.948 -0.928 -1.738  0.0896
5 H 1.762 -1.354 -0.923  0.1012
6 O 0.094 -0.987 0.018  -0.0796
7 C 1.304 -0.602 -0.415  -0.1183
8 H 0.418 1.922 1.207  0.1122
9 C 0.573 0.923 0.888  -0.1478
10 H 2.618 0.970 0.262  0.1046
11 H -1.348 -0.859 -1.227  0.0537
12 C -0.460 0.166 0.592  -0.6328

The calculation puts the frontier orbital gap at 9.43 eV. The total energy is -629.32624 Eh. The calculation puts the molecular weight at 102.158 g mol⁻¹. As for the total charge: 0.


Molecular formula: C4H6OS
Method: DFT, ωB97M-V with the def2-TZVPD basis set

Each line ends with the Löwdin spin population.
Cartesian coordinates (Å):
1 C -1.251 0.348 2.085  0.0489
2 C -0.042 0.386 1.135  0.2018
3 O 0.773 1.222 1.150  0.1814
4 H 0.878 0.137 -3.800  0.0150
5 H 1.320 -1.423 -2.834  0.0120
6 H 0.041 1.323 -1.916  0.0170
7 H -1.055 0.565 3.204  0.0021
8 S -0.160 -0.786 -0.228  0.9893
9 H -1.918 -0.560 1.870  0.0134
10 H -1.780 1.174 1.801  0.0087
11 C 0.371 0.311 -1.821  0.3609
12 C 0.788 -0.456 -2.797  0.1495

The calculation puts the frontier orbital gap (spin up / spin down) at 5.96 / 6.63 eV. As for the spin multiplicity: 3. The total energy is -629.21418 Eh. The calculation puts the molecular weight at 102.158 g mol⁻¹. As for the total charge: 0.


Molecular formula: C4H6P2
Method: DFT, ωB97M-V with the def2-TZVPD basis set

Each line ends with the Löwdin charge.
Cartesian coordinates (Å):
1 H -0.704 -1.947 0.205  0.1098
2 P 1.821 1.526 0.009  0.4711
3 C -0.500 0.132 0.158  -0.1799
4 H -2.600 0.243 0.019  0.0843
5 H -1.730 1.688 -0.530  0.0759
6 H -1.866 1.349 1.197  0.0808
7 C -1.740 0.892 0.214  -0.1313
8 H 1.708 1.613 -1.389  -0.2109
9 P 2.700 -0.432 -0.081  0.5193
10 C -0.029 -1.095 0.141  -0.2862
11 C 1.358 -1.455 0.037  -0.5535
12 H 1.581 -2.514 0.020  0.0205

The calculation puts the frontier orbital gap (spin up / spin down) at 7.98 / 7.99 eV. The total energy is -838.58776 Eh. The calculation puts the molecular weight at 116.040 g mol⁻¹. As for the total charge: 0.


Molecular formula: C4H6P2S
Method: DFT, ωB97M-V with the def2-TZVPD basis set

Each line ends with the Löwdin charge.
Cartesian coordinates (Å):
1 H 2.334 1.027 -0.053  -0.1223
2 C -1.476 -2.020 -0.086  -0.4338
3 H 0.590 -2.775 0.111  0.0907
4 H 2.790 -0.643 0.963  -0.1506
5 H -1.918 -2.978 -0.198  0.0504
6 C 0.526 -0.718 0.001  -0.4930
7 H 0.509 2.133 0.680  -0.1707
8 C -0.952 0.536 0.168  -0.7978
9 P -0.529 2.255 -0.139  0.7184
10 C -0.127 -1.991 0.021  -0.2984
11 S -2.310 -0.462 -0.121  0.9013
12 P 2.240 -0.374 -0.219  0.7893
13 H -1.363 3.009 0.819  -0.0835

The calculation puts the frontier orbital gap (spin up / spin down) at 7.18 / 7.18 eV. The total energy is -1236.73013 Eh. The calculation puts the molecular weight at 148.107 g mol⁻¹. As for the total charge: 0.


Molecular formula: C4H7AgO2
Method: DFT, ωB97M-V with the def2-TZVPD basis set

Each line ends with the Löwdin spin population.
Cartesian coordinates (Å):
1 H -2.204 1.221 -1.465  0.0041
2 C 0.374 0.879 0.151  0.0765
3 H 0.090 -2.516 1.331  0.4318
4 C -0.024 0.824 -1.307  0.0125
5 H 1.365 -1.009 0.153  0.0107
6 Ag -1.460 -1.943 0.740  0.3422
7 O 1.472 -0.044 2.011  0.0002
8 H 0.511 0.048 -1.867  0.0008
9 O -1.877 -0.548 -0.578  0.0524
10 C -1.458 0.483 -1.121  0.0073
11 H 1.943 -0.840 2.275  0.0059
12 H 0.151 1.778 0.729  0.0025
13 H 0.075 1.806 -1.788  0.0018
14 C 1.041 -0.140 0.734  0.0512

The calculation puts the frontier orbital gap (spin up / spin down) at 8.88 / 5.62 eV. As for the spin multiplicity: 2. The total energy is -453.64436 Eh. The calculation puts the molecular weight at 194.966 g mol⁻¹. As for the total charge: +1.


Molecular formula: C4H7AlBeBrF7ILiO5P
Method: DFT, ωB97M-V with the def2-TZVPD basis set

Each line ends with the Löwdin charge.
Cartesian coordinates (Å):
1 H -0.672 0.012 2.180  0.1243
2 P -2.102 -0.246 -5.160  -0.0360
3 I 1.558 -1.856 3.326  0.6811
4 H 2.568 -5.330 2.864  -0.1331
5 F -3.527 0.374 -5.279  -0.1310
6 O -1.838 4.743 2.222  0.1375
7 H 0.493 2.533 0.532  0.0514
8 C 0.113 0.364 1.354  -0.4407
9 F -1.807 -1.771 -5.042  -0.1525
10 O -1.335 5.229 0.156  0.3091
11 H 0.953 -5.598 2.916  0.1701
12 F -2.717 -0.312 -3.730  -0.1668
13 H 1.974 -6.586 3.730  0.1905
14 H -0.344 0.030 0.323  -0.2430
15 F -1.546 1.048 -5.827  -0.1161
16 F -0.341 2.266 -3.095  -0.4142
17 Al 3.692 0.761 1.585  0.7857
18 C -1.176 5.326 1.378  -0.8758
19 C 0.278 1.984 1.545  0.0096
20 Li 1.236 -0.268 5.496  0.7054
21 Br -0.482 0.653 -1.125  0.8423
22 C 1.490 -0.497 1.582  -0.7283
23 F -2.300 -0.830 -6.591  -0.1415
24 H -0.732 2.443 1.965  0.0836
25 F -0.719 0.016 -4.491  -0.1695
26 O 1.810 -5.663 3.409  0.1348
27 Be 3.141 -4.443 1.356  0.6397
28 O -0.244 6.103 1.615  0.2716
29 O 2.577 -0.486 0.805  -0.3882

The calculation puts the frontier orbital gap at 1.81 eV. The total energy is -4708.55343 Eh. The calculation puts the molecular weight at 548.798 g mol⁻¹. As for the total charge: +1.


Molecular formula: C4H7BN2O
Method: DFT, ωB97M-V with the def2-TZVPD basis set

Each line ends with the Löwdin charge.
Cartesian coordinates (Å):
1 N 2.867 0.524 -0.054  0.0394
2 H -1.947 -0.198 1.205  0.0286
3 C 0.856 0.325 -1.106  -0.1282
4 H 2.363 2.016 1.121  0.1315
5 B -0.390 -0.129 -1.826  -0.3009
6 C 0.860 1.462 -0.313  -0.0465
7 H -2.192 -1.628 2.211  -0.0182
8 H -1.919 -1.810 0.536  0.0059
9 O -1.428 -0.610 -2.142  0.1540
10 H 2.496 -1.107 -1.509  0.1546
11 H -3.485 -1.148 1.234  0.0328
12 C 2.182 -0.116 -0.972  -0.1520
13 N 2.058 1.510 0.348  0.0027
14 H 0.068 2.122 -0.016  0.1259
15 C -2.390 -1.216 1.284  -0.0296

The calculation puts the frontier orbital gap at 10.82 eV. The total energy is -366.23865 Eh. As for the SMILES: O=Bc1cn[nH]c1.C. The calculation puts the molecular weight at 109.925 g mol⁻¹. As for the total charge: 0.


Molecular formula: C4H7BN2O
Method: DFT, ωB97M-V with the def2-TZVPD basis set

Each line ends with the Löwdin charge.
Cartesian coordinates (Å):
1 B -1.062 0.378 0.086  -0.3436
2 C -2.112 -1.000 -0.036  -0.0277
3 C 1.195 -1.042 -0.136  -0.1420
4 H 1.232 2.164 -0.205  0.1480
5 H -2.350 -1.439 -1.019  0.0479
6 C 1.488 1.114 0.091  -0.0692
7 H -1.535 -1.771 0.406  0.0016
8 H -2.294 2.035 0.023  0.0903
9 N 2.654 0.453 0.030  -0.0375
10 N 2.517 -0.864 -0.033  0.0346
11 O -1.428 1.713 0.260  0.1069
12 H 0.753 -2.112 -0.231  0.1425
13 H -3.042 -0.757 0.586  0.0667
14 C 0.502 0.151 0.010  -0.1591
15 H 3.482 0.975 0.169  0.1407

The calculation puts the frontier orbital gap at 9.88 eV. The total energy is -366.23962 Eh. As for the SMILES: CB(O)c1cn[nH]c1. The calculation puts the molecular weight at 109.925 g mol⁻¹. As for the total charge: 0.